[1]
ORCA calculation (ωB97M-V/def2-TZVPD) on a cluster of 10 separate species, H20O10 in total at a distorted geometry.

- ΔE to the lowest compared entry with this formula, charge and spin: 56.4 kcal/mol
- E: -764.3920 a.u.
- Kohn-Sham gap: 9.502 eV
- HOMO energy: -9.650 eV

```
! RIJCOSX wB97M-V def2-TZVPD def2/J DEFGRID3
* xyz 0 1
O -1.354 -0.656 -0.665
H -2.037 -0.330 -0.033
H -1.094 0.172 -1.110
O 0.501 0.282 1.109
H 0.469 1.226 0.967
H -0.254 -0.134 0.634
O -2.875 0.476 1.349
H -3.798 0.262 1.248
H -2.469 -0.300 1.689
O 2.801 2.751 0.886
H 3.082 1.863 1.257
H 3.582 3.294 0.539
O -2.007 -2.073 2.086
H -1.142 -2.182 2.454
H -2.289 -2.971 1.838
O 1.624 -0.924 -1.892
H 2.387 -0.457 -1.633
H 1.020 -0.196 -1.981
O 0.102 1.201 -2.095
H 0.215 1.970 -1.507
H -0.017 1.562 -2.967
O 0.542 3.121 -0.371
H 1.339 3.149 0.112
H 0.605 4.003 -0.727
O -0.924 -3.449 -0.875
H -1.105 -2.549 -0.651
H -1.725 -3.845 -1.157
O 1.764 -2.074 0.759
H 1.515 -1.145 0.923
H 1.534 -2.044 -0.185
*
```

Here are the natural (NBO) charges for atoms 1 to 8, given in e: number 1, O, carries -0.998; number 2, H, carries 0.489; number 3, H, carries 0.502; number 4, O, carries -0.998; number 5, H, carries 0.478; number 6, H, carries 0.500; number 7, O, carries -0.953; number 8, H, carries 0.475


[2]
ORCA calculation (ωB97M-V/def2-TZVPD) on a structure of composition C41H92BrNP2 at a distorted geometry.

- ΔE to the lowest compared entry with this formula, charge and spin: 771.8 kcal/mol
- E: -4926.9619 a.u.
- Kohn-Sham gap: 7.638 eV
- HOMO energy: -11.591 eV

```
! RIJCOSX wB97M-V def2-TZVPD def2/J DEFGRID3
* xyz 2 1
Br 21.036 21.666 10.728
C 23.616 16.535 12.542
C 23.816 17.977 12.592
C 23.738 18.532 11.230
C 23.475 20.098 11.486
P 24.035 21.336 10.250
C 25.850 21.162 10.275
C 26.539 20.891 11.627
C 28.141 20.910 11.541
C 28.592 20.917 12.978
C 23.195 21.030 8.554
C 23.376 22.215 7.612
C 24.766 22.445 7.033
C 25.310 21.303 6.090
C 23.625 23.024 10.881
C 24.379 24.190 10.279
C 23.892 25.588 10.760
C 22.428 25.843 10.681
H 23.771 16.194 13.565
H 24.391 15.982 12.011
H 22.624 16.372 12.120
H 24.834 18.121 12.954
H 22.932 18.310 13.136
H 22.824 18.247 10.708
H 24.567 18.138 10.642
H 23.909 20.385 12.444
H 22.506 20.374 11.900
H 26.191 22.106 9.852
H 26.119 20.431 9.513
H 26.170 19.901 11.893
H 26.278 21.645 12.370
H 28.461 21.756 10.932
H 28.632 20.121 10.972
H 28.073 21.702 13.527
H 29.677 21.011 13.021
H 28.367 20.088 13.649
H 22.139 20.854 8.760
H 23.445 20.073 8.095
H 23.050 23.155 8.057
H 22.789 21.928 6.740
H 25.560 22.687 7.739
H 24.749 23.416 6.539
H 25.469 20.467 6.771
H 26.296 21.548 5.697
H 24.630 20.931 5.324
H 23.646 23.015 11.971
H 22.546 23.099 10.746
H 24.499 24.232 9.197
H 25.371 23.907 10.633
H 24.418 26.253 10.075
H 24.177 25.819 11.786
H 22.229 26.870 10.986
H 21.878 25.253 11.414
H 22.088 25.718 9.653
C 18.533 27.121 18.065
C 18.816 27.680 16.667
C 19.962 26.881 16.120
C 19.700 25.388 15.772
P 21.021 24.608 14.749
C 20.845 25.101 13.081
C 19.570 24.524 12.298
C 19.778 24.488 10.779
C 20.133 25.927 10.166
C 20.764 22.875 14.759
C 21.523 22.064 13.705
C 21.822 20.651 14.194
C 22.369 19.933 12.980
C 22.595 24.977 15.485
C 22.719 24.335 16.862
C 24.054 24.735 17.558
C 24.398 26.250 17.675
H 17.827 27.734 18.626
H 19.455 27.170 18.643
H 18.217 26.080 17.996
H 18.983 28.748 16.802
H 17.891 27.631 16.093
H 20.861 27.000 16.725
H 20.062 27.394 15.163
H 18.747 25.343 15.247
H 19.613 24.847 16.715
H 21.793 24.805 12.631
H 20.909 26.182 12.959
H 18.716 25.170 12.500
H 19.115 23.583 12.608
H 18.823 24.160 10.370
H 20.460 23.713 10.429
H 20.072 25.910 9.077
H 21.057 26.343 10.568
H 19.449 26.736 10.421
H 19.709 22.726 14.530
H 20.899 22.514 15.779
H 22.483 22.579 13.727
H 20.969 22.145 12.769
H 21.086 20.012 14.681
H 22.719 20.761 14.804
H 21.682 19.920 12.134
H 22.485 18.885 13.257
H 23.346 20.214 12.585
H 22.527 26.065 15.513
H 23.393 24.686 14.802
H 22.632 23.254 16.748
H 21.855 24.653 17.446
H 24.914 24.413 16.971
H 24.182 24.264 18.533
H 23.600 26.736 18.237
H 24.511 26.775 16.727
H 25.301 26.303 18.284
C 17.023 22.501 13.797
C 18.486 21.952 14.149
C 18.644 20.513 13.722
C 19.247 20.331 12.316
N 19.194 18.819 11.847
C 20.047 17.823 12.664
C 21.462 17.899 12.046
C 21.192 18.048 10.569
C 19.884 18.794 10.434
C 17.677 18.471 11.820
H 16.973 23.517 14.191
H 16.232 21.788 14.030
H 16.926 22.587 12.715
H 18.609 21.951 15.232
H 19.344 22.531 13.806
H 17.728 20.036 14.073
H 19.427 20.100 14.357
H 20.302 20.600 12.268
H 18.646 20.982 11.681
H 19.533 16.869 12.545
H 20.133 17.891 13.748
H 21.962 16.996 12.396
H 22.062 18.682 12.510
H 20.992 17.033 10.225
H 21.961 18.406 9.885
H 19.310 18.262 9.675
H 19.936 19.761 9.933
H 17.207 19.140 11.100
H 17.261 18.172 12.782
H 17.753 17.471 11.393
*
```

Here are the Mulliken charges for atoms 1 to 8, given in e: number 1, Br, carries -0.398; number 2, C, carries -1.386; number 3, C, carries -0.432; number 4, C, carries -0.013; number 5, C, carries 0.671; number 6, P, carries 0.532; number 7, C, carries -1.035; number 8, C, carries -0.481


[3]
ORCA calculation (ωB97M-V/def2-TZVPD) on a cluster of 8 separate species, C34H41BrClNO30S8 in total at a distorted geometry.

- E: -9851.4840 a.u.
- Kohn-Sham gap: 7.953 eV
- HOMO energy: -9.343 eV

```
! RIJCOSX wB97M-V def2-TZVPD def2/J DEFGRID3
* xyz 0 1
C -1.596 6.660 4.843
C -2.491 5.670 4.481
C -1.928 4.597 3.486
C -2.653 4.094 2.303
C -2.065 3.095 1.345
N -2.791 2.643 0.152
C -2.200 3.058 -0.878
S -1.287 3.212 -2.209
C -0.693 2.602 1.634
C 0.031 3.127 2.845
C -0.532 4.108 3.787
C 1.498 2.588 3.051
O 1.946 2.267 4.143
C 2.329 2.450 1.712
C 3.772 2.848 1.607
C 4.445 3.468 2.878
Br 3.559 5.194 3.386
C 5.982 3.810 2.703
C 6.912 2.553 2.436
C 4.426 2.638 0.295
C 3.715 2.051 -0.873
C 2.272 1.664 -0.790
Cl 1.419 1.003 -2.213
C 1.607 1.892 0.520
C 0.075 1.552 0.733
O -0.465 0.559 0.286
H -0.671 6.830 4.217
H -1.696 7.290 5.761
H -3.541 5.617 4.874
H -3.678 4.509 2.096
H 0.062 4.486 4.668
H 4.358 2.699 3.702
H 6.316 4.248 3.697
H 6.110 4.651 1.956
H 7.153 2.094 3.435
H 7.867 2.937 1.969
H 6.463 1.770 1.768
H 5.500 2.930 0.134
H 4.223 1.910 -1.860
C -3.459 0.233 -2.912
C -4.169 -0.694 -1.946
O -5.547 -0.639 -2.332
S -5.639 -0.413 -3.929
O -5.842 -1.678 -4.553
O -6.487 0.710 -4.175
O -4.107 0.032 -4.173
H -3.591 1.279 -2.625
H -2.396 0.010 -2.991
H -4.047 -0.387 -0.909
H -3.826 -1.725 -2.062
C 1.877 0.478 7.133
C 0.570 0.888 6.482
O -0.438 0.152 7.184
S 0.027 -0.048 8.720
O -0.600 0.958 9.511
O -0.049 -1.438 9.034
O 1.579 0.356 8.528
H 2.211 -0.498 6.769
H 2.665 1.212 6.974
H 0.545 0.659 5.420
H 0.374 1.953 6.628
C -7.593 4.718 -4.726
C -6.550 3.908 -5.472
O -5.362 4.706 -5.425
S -5.341 5.542 -4.043
O -4.531 4.837 -3.105
O -5.141 6.918 -4.351
O -6.890 5.320 -3.636
H -7.998 5.517 -5.353
H -8.410 4.099 -4.357
H -6.838 3.707 -6.503
H -6.344 2.963 -4.963
C 1.127 -4.474 -3.633
C 1.956 -3.210 -3.764
O 1.207 -2.364 -4.639
S -0.370 -2.642 -4.417
O -0.879 -1.646 -3.525
O -0.961 -2.919 -5.681
O -0.230 -4.029 -3.594
H 1.249 -5.119 -4.507
H 1.370 -5.035 -2.731
H 2.947 -3.403 -4.173
H 2.053 -2.700 -2.801
C 0.187 -8.879 -2.096
C 1.229 -9.730 -2.800
O 2.435 -8.967 -2.729
S 2.440 -8.110 -1.357
O 3.202 -8.819 -0.386
O 2.687 -6.744 -1.683
O 0.875 -8.281 -0.995
H -0.176 -8.079 -2.747
H -0.658 -9.469 -1.743
H 0.965 -9.939 -3.836
H 1.393 -10.673 -2.270
C 4.818 -0.657 -7.902
C 4.757 0.055 -6.562
O 3.425 0.560 -6.473
S 2.420 -0.451 -7.243
O 1.821 -1.319 -6.272
O 1.657 0.302 -8.181
O 3.547 -1.293 -8.047
H 4.939 0.055 -8.723
H 5.619 -1.394 -7.942
H 5.481 0.865 -6.488
H 4.910 -0.645 -5.735
C -1.553 -4.094 7.450
C -1.879 -3.042 6.407
O -1.627 -3.677 5.150
S -1.958 -5.255 5.280
O -3.272 -5.483 4.777
O -0.824 -5.990 4.829
O -2.017 -5.328 6.894
H -0.474 -4.174 7.607
H -2.042 -3.896 8.402
H -1.269 -2.147 6.514
H -2.937 -2.768 6.440
*
```

Here are the Mulliken charges for atoms 1 to 8, given in e: number 1, C, carries -0.695; number 2, C, carries -0.564; number 3, C, carries 0.599; number 4, C, carries -0.717; number 5, C, carries -0.206; number 6, N, carries -0.454; number 7, C, carries 0.512; number 8, S, carries -0.165